2 unconnected molecules or ions with the total composition C2H4INO3, computed with ωB97M-V/def2-TZVPD.

Cartesian coordinates (Å):
C 0.18894 1.03488 -0.28022
C -1.44325 -0.79050 0.53146
N 1.17725 0.25351 -0.01793
O 1.67911 -0.43524 -1.11580
O 1.69112 0.00056 1.06029
O -1.09979 -1.69981 -0.13482
I -3.19909 0.37469 0.06441
H -0.18095 1.68050 0.49181
H -0.11367 1.14656 -1.30271
H -1.03355 -0.48676 1.49291
H 2.33390 -1.07838 -0.78939

Calculated values
E_HOMO: -9.54 eV
Net charge: 0
SMILES string: C=[N+]([O-])O.O=CI
Gap between HOMO and LUMO: 0.3524 hartree
DFT total energy: -17867.9032 eV
Multiplicity: 1